Entry 1:
Below is a single C4H6N4O2S molecule, with properties calculated with ωB97M-V/def2-TZVPD.

Values from the calculation:
* 2S+1: 1

```
17
Properties=species:S:1:pos:R:3:forces:R:3
C 2.875 -0.987 0.011 0.18 -1.25 -0.23
C 3.083 0.440 -0.204 2.06 -1.55 1.26
C 1.516 -1.125 0.040 -0.02 2.48 -0.88
C -0.370 0.505 -0.393 1.40 -0.62 -0.04
N 2.011 1.136 -0.222 -2.44 -0.70 -0.51
N 1.038 0.190 -0.136 -2.59 -1.44 0.52
N -3.321 0.558 1.108 -0.15 -0.29 0.37
N -0.746 1.578 -0.906 -0.11 2.72 0.41
O -1.236 -0.515 -0.138 0.82 0.64 -0.42
O -3.584 -1.379 -0.078 0.57 -0.31 -1.10
S -2.972 0.077 -0.270 0.27 -0.62 0.22
H 3.507 -1.930 0.071 -0.36 2.00 -0.12
H 3.971 1.023 -0.140 0.88 -0.15 -0.26
H 0.819 -1.952 -0.013 0.26 0.14 0.32
H -3.061 1.484 1.309 0.31 1.59 0.20
H -0.098 2.433 -0.905 -0.79 -2.34 -0.18
H -3.430 -1.536 0.865 -0.27 -0.31 0.44
```
Forces are in eV/Å.

Results of the natural (NBO) charge analysis, in e, for atoms 1 through 4: atom 1 (C): -0.3455, atom 2 (C): -0.0187, atom 3 (C): -0.0294, atom 4 (C): 0.7139

***

Entry 2:
Below is a single C4H6N4O6 molecule, with properties calculated with ωB97M-V/def2-TZVPD.

Values from the calculation:
* 2S+1: 1

```
20
Properties=species:S:1:pos:R:3:forces:R:3
C -0.941 -1.791 0.883 -0.03 -0.34 1.05
C -0.718 -1.013 -0.443 0.94 1.49 2.37
N 0.549 -1.362 -0.982 -0.14 -3.37 0.32
N 1.496 -0.699 -1.281 -4.86 2.31 0.99
O 2.537 -0.861 -1.702 3.93 -0.57 -1.25
O 1.080 0.815 -1.317 1.91 1.61 -1.52
C 0.262 1.263 -0.359 0.20 0.97 2.00
O 0.858 0.955 1.001 -1.64 -0.39 -0.56
C 2.154 1.156 1.085 1.43 2.90 -2.65
O 2.838 0.960 2.026 0.29 -0.71 0.94
N -0.885 0.452 -0.385 -0.47 -0.32 0.53
N -2.145 0.958 -0.285 0.66 -0.35 -0.10
O -2.241 2.152 -0.217 -0.32 0.86 0.12
O -3.032 0.140 -0.302 -0.66 -0.20 0.03
H -0.040 -1.663 1.555 -1.18 0.15 -0.58
H -1.922 -1.417 1.400 1.95 -0.86 -1.01
H -0.971 -2.924 0.673 -0.28 1.84 0.11
H -1.477 -1.273 -1.066 -1.82 -1.34 -2.24
H 0.083 2.428 -0.394 0.15 -2.52 -0.27
H 2.515 1.722 0.110 -0.07 -1.15 1.71
```
Forces are in eV/Å.

Results of the natural (NBO) charge analysis, in e, for atoms 1 through 4: atom 1 (C): -0.6288, atom 2 (C): 0.0809, atom 3 (N): -0.2180, atom 4 (N): 0.6112

***

Entry 3:
Below is a single C4H6N4S molecule, with properties calculated with ωB97M-V/def2-TZVPD.

Values from the calculation:
* 2S+1: 1

```
15
Properties=species:S:1:pos:R:3:forces:R:3
N 1.234 -0.545 -1.667 1.91 0.48 0.95
C -0.072 -0.740 -1.829 0.25 0.74 -0.35
S -0.804 -1.112 -3.221 -0.58 -0.74 -1.63
N -0.853 -0.524 -0.750 -2.20 0.28 0.23
N -0.356 0.083 0.376 0.54 -1.12 -0.10
C -0.972 1.010 1.101 -1.54 1.28 0.14
C -0.216 1.192 2.209 -0.34 -0.88 1.05
N 0.797 0.293 2.220 1.35 -0.22 -0.18
C 0.712 -0.364 1.097 -1.19 1.13 0.43
H 1.592 -0.095 -0.809 -0.33 -0.39 -1.18
H 1.925 -0.714 -2.394 -0.86 0.05 0.08
H -1.882 -0.376 -0.956 1.94 -0.37 0.45
H -1.972 1.306 0.849 -0.02 0.50 -0.12
H -0.445 1.655 3.140 -0.22 0.81 0.10
H 1.312 -1.066 0.634 1.28 -1.54 0.13
```
Forces are in eV/Å.

Results of the natural (NBO) charge analysis, in e, for atoms 1 through 4: atom 1 (N): -0.7980, atom 2 (C): 0.2407, atom 3 (S): -0.2156, atom 4 (N): -0.4305

***

Entry 4:
Below is a gas-phase ion, C4H6NO (charge +1), with properties calculated with ωB97M-V/def2-TZVPD.

Values from the calculation:
* 2S+1: 1
* total charge: +1

```
12
Properties=species:S:1:pos:R:3:forces:R:3
O -2.454 0.334 -0.490 2.82 0.12 0.68
C -1.290 0.253 -0.147 -3.38 -0.23 0.22
C -0.570 0.091 1.204 2.77 4.62 -3.38
C 0.607 -0.468 0.375 0.60 -3.44 2.65
N 1.131 0.406 -0.658 -0.06 0.41 0.00
C -0.108 -0.309 -0.866 -2.09 -1.59 -3.41
H -0.222 1.057 1.572 -0.74 -0.11 1.08
H -0.950 -0.606 1.810 -1.53 -2.29 2.72
H 1.173 -1.315 0.844 -0.09 0.99 -1.24
H 1.818 0.115 -1.317 1.10 -0.83 -0.18
H 1.173 1.383 -0.573 -0.27 1.90 0.42
H -0.310 -0.940 -1.753 0.88 0.45 0.44
```
Forces are in eV/Å.

Results of the natural (NBO) charge analysis, in e, for atoms 1 through 4: atom 1 (O): -0.3860, atom 2 (C): 0.5508, atom 3 (C): -0.4697, atom 4 (C): -0.0359

***

Entry 5:
Below is 2 unconnected molecules or ions with the total composition C4H6NO2P, with properties calculated with ωB97M-V/def2-TZVPD.

Values from the calculation:
* 2S+1: 1

```
14
Properties=species:S:1:pos:R:3:forces:R:3
C 0.992 -0.747 -0.567 -0.49 -0.11 0.16
C 0.078 -0.056 -1.217 -0.24 0.29 -3.60
C 0.580 2.202 -0.612 1.30 1.76 3.40
C -0.602 -1.140 1.126 0.40 -0.39 0.46
N 1.055 2.372 0.488 -1.10 -0.62 -3.01
O 0.694 -1.478 0.533 -0.52 -0.65 1.48
O -1.631 -1.261 0.230 -0.95 -2.94 0.78
P -1.700 -0.411 -1.143 1.83 -2.71 -2.13
H 2.025 -0.710 -0.877 0.24 -0.38 0.42
H 0.412 0.440 -2.189 -0.40 -0.75 1.58
H -2.025 0.616 -0.488 -1.47 4.63 1.75
H -0.882 -1.725 2.097 1.15 0.62 -2.07
H -0.536 -0.100 1.333 0.33 1.18 0.73
H 1.540 2.000 1.283 -0.07 0.09 0.04
```
Forces are in eV/Å.

Results of the natural (NBO) charge analysis, in e, for atoms 1 through 4: atom 1 (C): 0.1397, atom 2 (C): -0.6933, atom 3 (C): 0.3110, atom 4 (C): 0.2285

***

Entry 6:
Below is 2 unconnected molecules or ions with the total composition C4H6NO2P, with properties calculated with ωB97M-V/def2-TZVPD.

Values from the calculation:
* 2S+1: 1

```
14
Properties=species:S:1:pos:R:3:forces:R:3
C -1.143 1.377 1.137 -2.34 2.63 -0.40
C 1.046 -1.672 -2.445 -1.47 0.42 2.07
C -0.680 -0.087 0.992 -0.25 -2.09 -0.69
C 0.508 0.532 0.219 -2.84 -0.79 -0.48
N -0.011 1.796 0.419 -0.63 -0.06 1.00
O -2.112 2.063 1.497 2.60 -2.29 -0.51
O -0.408 -0.887 2.105 0.20 -0.39 0.46
P 0.348 -0.160 -2.596 0.62 -0.83 0.70
H 1.761 -2.088 -3.068 1.19 -0.45 -1.86
H 0.892 -2.425 -1.627 -0.18 1.08 -0.29
H -1.324 -0.828 0.368 0.76 1.98 0.56
H 1.460 0.165 0.075 1.95 -0.18 -0.07
H 0.088 2.674 -0.042 0.36 0.48 -0.31
H -0.424 -0.459 2.965 0.02 0.50 -0.17
```
Forces are in eV/Å.

Results of the natural (NBO) charge analysis, in e, for atoms 1 through 4: atom 1 (C): 0.6358, atom 2 (C): -0.8889, atom 3 (C): -0.0352, atom 4 (C): -0.0163

***

Entry 7:
Below is 2 unconnected molecules or ions with the total composition C4H6NO2P, with properties calculated with ωB97M-V/def2-TZVPD.

Values from the calculation:
* 2S+1: 1

```
14
Properties=species:S:1:pos:R:3:forces:R:3
C -0.819 0.414 -1.870 0.49 0.59 0.15
P 0.312 1.495 -1.301 -0.33 -0.54 -0.10
C 0.907 0.713 0.218 0.71 -0.21 -0.55
C 1.104 -0.593 0.389 0.04 0.30 -0.16
O 1.623 -1.080 1.545 0.00 -0.06 0.18
H -1.329 0.635 -2.793 -0.04 -0.01 -0.22
H -1.106 -0.492 -1.366 -0.13 -0.19 0.14
H 1.270 1.378 0.990 0.02 0.06 0.16
H 0.848 -1.317 -0.375 0.02 -0.09 -0.02
H 1.684 -2.039 1.523 -0.02 0.03 -0.10
N -1.441 0.934 1.337 -0.31 0.58 0.00
C -2.084 0.018 1.747 0.16 0.26 -0.24
O -2.663 -0.962 1.951 -0.62 -0.96 0.44
H -1.132 1.801 1.707 0.00 0.24 0.31
```
Forces are in eV/Å.

Results of the natural (NBO) charge analysis, in e, for atoms 1 through 4: atom 1 (C): -0.8519, atom 2 (P): 0.7021, atom 3 (C): -0.6526, atom 4 (C): 0.1734

***

Entry 8:
Below is 2 unconnected molecules or ions with the total composition C4H6NO2P, with properties calculated with ωB97M-V/def2-TZVPD.

Values from the calculation:
* 2S+1: 1

```
14
Properties=species:S:1:pos:R:3:forces:R:3
C 1.043 0.720 -0.740 0.30 0.01 0.18
C 1.962 0.941 0.190 -0.30 -0.29 -0.28
O 2.385 -0.257 0.740 -0.07 0.34 0.12
C 1.734 -1.256 -0.019 0.37 -1.13 -0.05
O 0.802 -0.632 -0.874 -0.13 0.20 -0.06
H 0.479 1.366 -1.378 -0.07 0.22 -0.06
H 2.395 1.839 0.573 0.08 0.20 0.08
H 1.220 -1.969 0.642 0.04 0.26 -0.07
H 2.485 -1.805 -0.622 -0.21 0.23 0.11
N -3.048 1.471 -0.013 -0.09 -0.10 -0.12
C -2.744 0.315 0.158 -0.24 0.94 -0.20
P -2.257 -1.254 0.084 0.61 -0.74 0.01
H -2.967 2.210 0.672 0.10 -0.10 0.19
H -3.490 -1.689 0.587 -0.40 -0.06 0.15
```
Forces are in eV/Å.

Results of the natural (NBO) charge analysis, in e, for atoms 1 through 4: atom 1 (C): 0.0178, atom 2 (C): 0.0194, atom 3 (O): -0.5012, atom 4 (C): 0.2312

***

Calculated max |F| in order - 3.01, 5.47, 2.23, 6.36, 5.16, 3.54, 1.23, 1.19 eV/A
Calculated ΔE to the lowest compared entry with this formula, charge and spin in order - 16.3, 1.0, 25.8, 54.4, 105.4, 130.6, 64.1, 92.5 kcal per mole